Record 1
{"formula": "C33H54B3Cl42NO3", "method": "ωB97M-V with the def2-TZVPD basis set", "symbols": ["B", "O", "B", "C", "C", "C", "C", "C", "C", "C", "O", "B", "C", "C", "C", "C", "C", "N", "O", "H", "H", "H", "H", "H", "H", "H", "H", "H", "H", "H", "H", "C", "Cl", "Cl", "H", "H", "C", "Cl", "Cl", "H", "H", "C", "Cl", "Cl", "H", "H", "C", "Cl", "Cl", "H", "H", "C", "Cl", "Cl", "H", "H", "C", "Cl", "Cl", "H", "H", "C", "Cl", "Cl", "H", "H", "C", "Cl", "Cl", "H", "H", "C", "Cl", "Cl", "H", "H", "C", "Cl", "Cl", "H", "H", "C", "Cl", "Cl", "H", "H", "C", "Cl", "Cl", "H", "H", "C", "Cl", "Cl", "H", "H", "C", "Cl", "Cl", "H", "H", "C", "Cl", "Cl", "H", "H", "C", "Cl", "Cl", "H", "H", "C", "Cl", "Cl", "H", "H", "C", "Cl", "Cl", "H", "H", "C", "Cl", "Cl", "H", "H", "C", "Cl", "Cl", "H", "H", "C", "Cl", "Cl", "H", "H"], "coordinates": [[-0.71810, -3.16414, 3.37576], [0.23221, -4.24447, 3.42864], [-0.01798, -5.06718, 2.27888], [0.22305, -6.65289, 2.27201], [-1.17243, -7.34279, 2.43362], [-2.04109, -7.41561, 1.24704], [-3.37685, -8.03045, 1.32525], [-3.79384, -8.55228, 2.64375], [-2.91896, -8.50993, 3.81864], [-1.57083, -7.90055, 3.73576], [-0.51264, -4.38652, 1.12806], [-1.77404, -3.80251, 1.47922], [-2.84050, -3.72931, 0.25694], [-4.08675, -4.44613, 0.45046], [-5.08502, -4.47781, -0.62465], [-4.63673, -3.72394, -1.81240], [-3.36585, -3.04890, -1.78272], [-2.39646, -2.98808, -0.80763], [-2.02053, -3.30060, 2.77545], [-0.44973, -2.07703, 3.76905], [0.80334, -6.88460, 3.21359], [0.80323, -6.99958, 1.37345], [-1.70180, -7.00639, 0.26561], [-4.05941, -8.11298, 0.45109], [-4.81066, -8.99972, 2.75096], [-3.29685, -8.94235, 4.76157], [-0.90331, -7.84703, 4.63296], [-4.27512, -4.99380, 1.40383], [-6.04732, -5.02173, -0.50795], [-5.27292, -3.67792, -2.72337], [-3.10563, -2.47019, -2.71408], [-0.02786, -0.08508, -1.73719], [-0.65407, 1.36166, -0.93492], [-0.41765, -0.08311, -3.46225], [1.05246, -0.11273, -1.62023], [-0.47283, -0.96466, -1.27600], [2.11681, 3.59487, -2.28660], [2.53220, 5.29724, -2.05700], [3.50223, 2.54684, -1.94556], [1.30313, 3.33544, -1.61286], [1.80460, 3.44373, -3.31667], [-3.73057, -3.78368, 5.61571], [-4.73907, -5.22017, 5.83215], [-4.70603, -2.30950, 5.59574], [-3.02091, -3.72406, 6.43638], [-3.19960, -3.86497, 4.67225], [-6.82632, -0.55423, -1.52254], [-6.50964, -2.21686, -1.00499], [-8.46880, -0.37249, -2.15588], [-6.70264, 0.10924, -0.67059], [-6.11725, -0.28975, -2.30309], [-8.52117, -1.98538, 3.97935], [-9.95553, -3.00726, 4.13359], [-7.28591, -2.75617, 2.97894], [-8.80801, -1.04310, 3.52045], [-8.10936, -1.80468, 4.96906], [-0.00875, -4.01719, 7.25799], [-0.67016, -2.57726, 8.05300], [-0.34988, -4.01484, 5.51519], [1.06964, -4.03507, 7.40011], [-0.45656, -4.90209, 7.70511], [6.66552, 2.59855, -4.35863], [7.08125, 4.30079, -4.13245], [8.04890, 1.54856, -4.02286], [5.85539, 2.34122, -3.68161], [6.34978, 2.44611, -5.38725], [3.63687, -8.10214, 0.41023], [2.41319, -7.23652, -0.52879], [2.89910, -9.09114, 1.67648], [4.19948, -8.74867, -0.25760], [4.30278, -7.37821, 0.87201], [-4.88906, 0.57478, 8.36310], [-6.00759, 0.66568, 9.72828], [-5.46931, 1.52748, 6.99080], [-3.92159, 0.95961, 8.67382], [-4.79278, -0.46302, 8.05407], [0.55143, 6.83154, -4.72357], [-0.47511, 5.40055, -4.53587], [-0.40903, 8.31552, -4.72505], [1.25641, 6.86799, -3.89778], [1.08850, 6.75843, -5.66604], [5.79437, 8.08389, -2.35858], [6.09129, 6.41617, -1.85442], [4.16026, 8.27530, -3.00285], [5.91451, 8.73949, -1.50021], [6.50960, 8.35151, -3.13076], [6.32676, 8.20239, -6.66719], [4.85017, 7.30153, -6.29930], [6.57659, 9.53224, -5.52964], [7.17515, 7.52560, -6.60937], [6.24723, 8.61098, -7.67130], [1.54993, 10.34454, -7.51422], [1.96680, 12.05055, -7.30604], [2.93439, 9.29656, -7.17243], [0.74269, 10.09310, -6.83115], [1.23023, 10.18270, -8.54028], [3.38002, -4.90703, 9.53214], [3.30168, -4.66704, 7.78126], [1.81843, -4.58652, 10.29505], [3.66616, -5.93573, 9.73331], [4.12074, -4.22890, 9.94690], [-7.57776, 4.82624, 5.92065], [-7.70201, 5.02791, 4.16911], [-9.11777, 5.17869, 6.71691], [-7.29665, 3.79754, 6.13642], [-6.81358, 5.50869, 6.30629], [-1.30079, 3.38884, -7.75683], [-0.34071, 1.90920, -7.86119], [-0.66244, 4.64733, -8.82343], [-2.32368, 3.16688, -8.04848], [-1.27799, 3.75255, -6.73326], [11.57531, 2.95192, -2.44625], [12.54099, 1.47520, -2.55813], [12.20061, 4.20753, -3.52277], [10.54881, 2.72548, -2.72716], [11.60580, 3.31706, -1.42334], [0.20195, 7.14994, -11.22831], [-0.42250, 8.59297, -10.41810], [-0.18194, 7.16492, -12.95260], [1.28147, 7.11754, -11.10772], [-0.24818, 6.27097, -10.77503], [-1.24671, -11.78952, 4.97140], [-2.46336, -10.89445, 4.04708], [-1.99181, -12.78361, 6.23103], [-0.69361, -12.43561, 4.29458], [-0.56989, -11.07870, 5.43910], [-5.28851, 8.22371, 5.33414], [-4.99774, 6.55074, 5.83864], [-6.91403, 8.42973, 4.67697], [-5.17370, 8.87419, 6.19681], [-4.56313, 8.49058, 4.57044], [13.28886, 3.07432, -7.24657], [14.25436, 1.59798, -7.35679], [13.91269, 4.33037, -8.32351], [12.26395, 2.84694, -7.52680], [13.31959, 3.44018, -6.22291]], "forces_ev_per_a": [[-0.1, 0.3, -0.2], [-1.9, 0.1, -4.8], [0.9, 0.3, -0.3], [-0.1, 0.1, 1.1], [-0.9, -0.7, 0.0], [-1.4, -1.0, 1.5], [1.9, 0.1, 2.8], [1.5, 0.9, -0.4], [0.4, 2.5, -2.1], [-2.2, 0.2, -2.3], [-1.4, -0.3, 2.1], [-0.1, 0.0, -1.3], [0.3, -0.2, 2.0], [-0.9, 0.5, -2.2], [3.7, 1.0, 0.1], [1.0, -1.6, 1.7], [-0.1, 0.4, -1.5], [-3.8, -2.0, -0.1], [2.4, -1.0, -1.0], [0.1, -0.1, -0.1], [-0.4, 0.1, -1.1], [-0.9, 0.3, 1.0], [-0.2, -0.3, 1.1], [0.7, 0.2, 0.8], [1.0, 0.4, -0.1], [0.2, 1.1, -0.7], [-0.7, 0.0, -1.1], [0.3, 0.6, -0.9], [0.9, 0.6, -0.3], [0.8, 0.0, 0.8], [-0.3, -0.6, 1.0], [0.1, -0.3, 0.1], [0.0, 0.0, 0.1], [0.0, 0.0, 0.0], [-0.1, 0.1, -0.1], [-0.1, 0.1, -0.1], [-0.3, 0.0, -0.1], [0.0, 0.0, 0.0], [0.0, -0.1, 0.0], [0.2, 0.0, 0.0], [0.1, 0.0, 0.1], [0.1, -0.1, 0.0], [0.1, -0.1, 0.0], [0.1, 0.2, 0.0], [-0.2, 0.0, 0.0], [-0.2, 0.0, 0.0], [-0.2, 0.1, 0.2], [-1.1, 1.6, 0.3], [0.0, 0.1, 0.0], [-0.1, -0.1, 0.0], [-0.1, -0.1, 0.0], [0.1, 0.1, 0.1], [0.0, 0.1, 0.1], [0.0, 0.1, -0.1], [0.0, -0.2, -0.1], [0.0, -0.1, -0.1], [-0.5, 0.2, 0.3], [0.0, 0.0, 0.2], [0.4, -0.9, 4.0], [-0.4, 0.2, -0.2], [0.0, 0.1, 0.0], [-0.2, 0.0, -0.1], [-0.1, -0.2, -0.1], [0.0, -0.1, 0.0], [0.1, 0.1, 0.0], [0.1, 0.0, 0.1], [0.2, 0.0, 0.0], [0.2, 0.0, -0.2], [0.1, -0.1, 0.0], [-0.2, 0.0, 0.0], [-0.2, 0.0, 0.0], [0.1, -0.2, 0.1], [0.1, 0.0, 0.0], [0.1, 0.0, -0.1], [-0.1, 0.1, 0.0], [-0.1, 0.1, 0.0], [0.3, 0.1, -0.1], [0.1, -0.1, 0.0], [0.1, 0.0, 0.0], [-0.2, 0.0, 0.0], [-0.2, 0.0, 0.0], [0.1, 0.1, 0.1], [0.1, 0.2, 0.1], [0.0, 0.2, 0.1], [-0.1, -0.1, 0.0], [-0.1, -0.1, 0.0], [0.1, -0.1, -0.2], [0.5, -0.5, 0.0], [0.1, 0.1, -0.1], [-0.1, 0.0, 0.1], [-0.1, 0.0, 0.1], [-0.2, 0.0, -0.1], [-0.1, 0.0, 0.0], [-0.5, 0.2, -0.1], [0.2, 0.0, 0.0], [0.1, 0.1, 0.1], [0.1, -0.1, 0.2], [0.4, -0.1, 0.0], [0.0, 0.0, 0.1], [-0.1, 0.1, -0.1], [-0.1, 0.0, -0.1], [0.1, -0.1, 0.3], [0.1, -0.1, 0.0], [0.0, 0.0, 0.1], [-0.2, 0.1, -0.1], [-0.8, -0.4, -0.2], [-0.2, -0.1, 0.2], [-0.1, 0.0, 0.1], [0.0, 0.1, 0.1], [0.1, 0.0, -0.1], [0.1, 0.0, -0.1], [-0.2, -0.1, 0.1], [-0.1, 0.0, 0.0], [-0.1, 0.1, 0.0], [0.2, 0.0, -0.1], [0.1, 0.0, -0.1], [0.1, -0.2, 0.0], [0.0, 0.0, 0.1], [0.0, -0.1, 0.0], [-0.1, 0.1, -0.1], [-0.1, 0.2, -0.1], [0.0, -0.2, -0.2], [0.9, -2.3, 0.1], [0.1, 0.0, 0.1], [-0.1, 0.0, 0.1], [-0.2, 0.0, 0.0], [0.1, 0.2, 0.0], [0.9, 0.5, -0.1], [0.1, 0.1, 0.0], [-0.1, -0.1, 0.0], [-0.1, -0.1, 0.0], [-0.1, 0.0, 0.2], [-0.1, 0.0, 0.1], [-0.1, 0.1, 0.0], [0.1, 0.0, -0.1], [0.1, -0.1, -0.1]], "energy_ha": -20972.9422, "gap_ev": 8.69, "multiplicity": 1, "lumo_energy_ev": 0.03}


Record 2
{"formula": "C33H54BN5O5P2Sr", "method": "ωB97M-V with the def2-TZVPD basis set", "symbols": ["Sr", "C", "C", "C", "C", "P", "C", "N", "B", "N", "C", "P", "C", "C", "C", "C", "C", "C", "C", "C", "C", "C", "C", "C", "C", "C", "C", "C", "C", "C", "H", "H", "H", "H", "H", "H", "H", "H", "H", "H", "H", "H", "H", "H", "H", "H", "H", "H", "H", "H", "H", "H", "H", "H", "H", "H", "H", "H", "H", "H", "H", "H", "H", "H", "H", "H", "H", "H", "H", "H", "H", "H", "H", "H", "O", "C", "O", "C", "C", "C", "C", "C", "C", "N", "O", "O", "H", "H", "H", "H", "C", "N", "C", "N", "O", "H", "H", "H", "H", "H", "H"], "coordinates": [[1.20540, 0.16147, 0.47832], [0.03714, 4.75082, 2.70385], [-0.96591, 3.59374, 2.62594], [-2.36816, 4.08916, 2.98344], [-0.53012, 2.53198, 3.65046], [-0.77536, 2.74494, 0.95871], [-2.36290, 1.74646, 0.94806], [-2.32655, 0.65553, -0.00677], [-1.18927, -0.22478, -0.29248], [-1.68846, -0.99188, -1.42836], [-1.00197, -1.98001, -2.23545], [0.86313, -1.76506, -2.24953], [1.10650, -1.42352, -4.08435], [2.61386, -1.38051, -4.36556], [0.43202, -2.35102, -5.09625], [0.54461, -0.00050, -4.24607], [1.48466, -3.47117, -1.76477], [3.00014, -3.34626, -1.53205], [1.20743, -4.60763, -2.74535], [0.83821, -3.79062, -0.40792], [-2.99915, -0.63376, -1.74191], [-3.86952, -1.10510, -2.71183], [-5.14612, -0.54540, -2.79543], [-5.54218, 0.45490, -1.91772], [-4.67147, 0.93040, -0.93500], [-3.39751, 0.38934, -0.85667], [-1.04183, 3.95591, -0.45127], [-1.38904, 3.10906, -1.68576], [0.31661, 4.62860, -0.71633], [-2.12049, 5.01591, -0.25416], [0.13493, 5.08555, 3.74137], [-0.28398, 5.60558, 2.10808], [1.02531, 4.44027, 2.35453], [-2.34773, 4.52602, 3.98803], [-3.09617, 3.27586, 2.99338], [-2.72088, 4.85623, 2.29740], [-0.54722, 2.96454, 4.65615], [0.48706, 2.18674, 3.44873], [-1.18758, 1.65860, 3.65261], [-3.20901, 2.40218, 0.73276], [-2.49366, 1.36992, 1.96740], [-1.34837, -1.86765, -3.26187], [-1.26243, -2.99665, -1.92717], [3.04607, -2.38172, -4.38951], [3.14139, -0.79656, -3.60670], [2.79702, -0.91573, -5.33943], [0.86360, -3.34892, -5.09137], [0.57322, -1.93471, -6.09963], [-0.64267, -2.44483, -4.93616], [1.05469, 0.69901, -3.57898], [-0.52631, 0.04861, -4.02907], [0.69559, 0.33777, -5.27615], [3.54341, -3.17217, -2.46020], [3.38216, -4.27321, -1.09127], [3.23093, -2.52396, -0.85112], [1.80247, -4.50547, -3.65235], [0.15149, -4.66461, -3.02211], [1.48504, -5.56012, -2.28030], [0.97351, -2.97224, 0.30563], [1.31427, -4.68177, 0.01159], [-0.23031, -3.99179, -0.49025], [-3.58003, -1.89657, -3.39256], [-5.83666, -0.90403, -3.54868], [-6.54149, 0.86682, -1.98856], [-5.00206, 1.70077, -0.24835], [-0.67250, 2.29666, -1.83128], [-1.36115, 3.75210, -2.57149], [-2.38704, 2.67375, -1.62143], [1.10528, 3.88050, -0.82530], [0.60373, 5.30524, 0.08871], [0.26279, 5.21181, -1.64157], [-3.09004, 4.57367, -0.01241], [-2.23900, 5.57605, -1.18758], [-1.85514, 5.73091, 0.52472], [3.38970, -0.21855, 0.12349], [3.54154, 1.02430, -0.06161], [2.58949, 1.84968, -0.19554], [4.94855, 1.55896, -0.10840], [5.19928, 2.84275, -0.57271], [6.49887, 3.32785, -0.62013], [7.55246, 2.53839, -0.18782], [7.28018, 1.26476, 0.27805], [5.99779, 0.75638, 0.31617], [8.39994, 0.42004, 0.74268], [9.51854, 0.89092, 0.69136], [8.13933, -0.69222, 1.14932], [4.36474, 3.45331, -0.89227], [6.69661, 4.32425, -0.99169], [8.57288, 2.89220, -0.20720], [5.80775, -0.24778, 0.66515], [-0.78567, -2.60298, 5.84218], [0.21573, -2.26484, 4.85111], [-0.01927, -1.61865, 3.68097], [-1.32470, -1.40710, 3.33520], [0.89682, -1.22443, 2.95927], [-0.30922, -3.17530, 6.63280], [-1.56872, -3.23017, 5.41263], [-1.24941, -1.71857, 6.28461], [1.18506, -2.27701, 5.11666], [-2.05939, -1.94063, 3.76505], [-1.45821, -1.14474, 2.36414]], "forces_ev_per_a": [[-1.7, -0.8, 1.8], [0.0, 0.0, 0.0], [0.2, 0.0, 0.0], [0.0, 0.0, 0.0], [0.0, 0.0, 0.0], [-0.5, -0.4, 0.0], [0.1, 0.0, -0.1], [-0.2, 0.0, -0.1], [-1.4, -0.3, -0.4], [-0.3, 0.1, -0.1], [0.1, 0.1, 0.0], [-0.6, 0.0, 0.1], [0.3, 0.1, 0.1], [0.0, 0.0, 0.0], [0.0, 0.0, 0.0], [0.0, 0.0, 0.0], [0.2, 0.1, 0.0], [0.0, 0.0, 0.0], [0.0, 0.0, 0.1], [0.0, 0.0, -0.1], [0.2, 0.0, 0.0], [0.0, 0.0, 0.0], [0.0, 0.0, 0.0], [0.0, 0.0, 0.0], [0.0, 0.0, 0.0], [0.1, 0.0, 0.1], [0.3, 0.0, 0.0], [0.0, 0.1, 0.0], [0.0, 0.0, 0.0], [0.0, 0.0, -0.1], [0.0, 0.0, 0.0], [0.0, 0.0, 0.0], [0.0, 0.0, 0.0], [0.0, 0.0, 0.0], [0.0, 0.0, 0.0], [0.0, 0.0, 0.0], [0.0, 0.0, 0.0], [0.0, 0.0, 0.0], [0.0, 0.0, 0.0], [0.0, 0.0, 0.0], [-0.1, 0.0, 0.0], [0.0, -0.1, 0.0], [0.0, 0.0, 0.0], [0.0, 0.0, 0.0], [0.0, 0.0, 0.0], [0.0, 0.0, 0.0], [0.0, 0.0, 0.0], [0.0, 0.0, 0.0], [0.0, 0.0, 0.0], [0.0, 0.0, 0.0], [0.0, 0.0, 0.0], [0.0, 0.0, 0.0], [0.0, 0.0, 0.0], [0.0, 0.0, 0.0], [0.0, 0.0, 0.0], [0.0, 0.0, 0.0], [0.0, 0.0, 0.0], [0.0, 0.0, 0.0], [0.0, 0.0, 0.0], [0.0, 0.0, 0.0], [0.0, 0.0, 0.0], [0.0, 0.0, 0.0], [0.0, 0.0, 0.0], [0.0, 0.0, 0.0], [0.0, 0.0, 0.0], [0.0, 0.0, 0.0], [0.0, 0.0, 0.0], [0.0, 0.0, 0.0], [0.0, 0.0, 0.0], [0.0, 0.0, 0.0], [0.0, 0.0, 0.0], [0.0, 0.0, 0.0], [0.0, 0.0, 0.0], [0.0, 0.0, 0.0], [1.6, 0.2, -0.3], [0.8, 0.3, -0.3], [1.1, 0.4, -0.3], [0.0, -0.1, 0.0], [0.0, 0.1, 0.0], [0.0, 0.0, 0.0], [0.1, 0.1, 0.0], [-0.1, 0.0, 0.0], [0.0, -0.2, 0.0], [0.0, 0.1, 0.0], [0.0, 0.0, 0.0], [-0.1, 0.0, 0.0], [0.0, 0.0, 0.0], [0.0, 0.0, 0.0], [0.0, 0.0, 0.0], [0.0, 0.0, 0.0], [0.0, 0.1, -0.1], [0.1, 0.0, 0.0], [-0.4, 0.0, -0.2], [0.1, 0.0, 0.0], [0.4, 0.3, -0.3], [0.0, 0.0, 0.0], [0.0, 0.0, 0.0], [0.0, 0.0, 0.0], [0.0, 0.0, 0.0], [0.0, 0.0, 0.0], [0.0, 0.0, 0.0]], "energy_ha": -2678.2007, "gap_ev": 6.06, "multiplicity": 1, "lumo_energy_ev": -0.21, "de_lowest_ev": 0.953}